Molecular formula: C10H21N5O4
Method: DFT, ωB97M-V with the def2-TZVPD basis set

Cartesian coordinates (Å):
H 0.36 2.73 -3.01
N 0.23 1.98 -2.41
C 0.86 0.89 -2.74
N 2.02 1.03 -3.43
N 0.55 -0.42 -2.36
C -0.76 -0.60 -1.82
C -1.14 -2.07 -1.48
C -2.37 -1.79 -0.64
C -2.24 -1.28 0.84
N -2.97 0.05 0.95
C -0.90 -1.02 1.41
O -0.03 -1.85 1.65
N -0.55 0.24 1.73
C 0.70 0.46 2.32
C 0.71 1.23 3.53
O 0.10 2.17 3.91
O 1.81 0.87 4.27
C 1.71 1.02 1.18
C 2.23 -0.04 0.26
O 1.04 2.06 0.52
H 2.63 0.24 -3.75
H 2.27 1.99 -3.86
H 0.86 -1.03 -3.00
H -1.52 -0.10 -2.40
H -0.65 0.04 -0.75
H -1.35 -2.60 -2.51
H -0.33 -2.62 -0.99
H -3.02 -2.73 -0.52
H -2.91 -0.92 -1.31
H -2.54 -2.11 1.48
H -3.19 0.19 1.91
H -3.86 -0.08 0.56
H -1.15 1.02 1.47
H 1.30 -0.49 2.60
H 1.55 1.35 5.20
H 2.56 1.45 1.53
H 1.42 -0.68 -0.09
H 2.89 -0.72 0.82
H 2.70 0.32 -0.64
H 1.00 1.89 -0.48

Properties
- Strongest force on any atom: 4.61 eV/Å
- Energy relative to the best compared isomer or geometry (same formula, charge and spin): 3.995 eV
- Charge: 0
- Orbital gap: 9.6 eV
- HOMO: -9.04 eV
- SMILES: [H]/N=C(\N)NCCC[C@H](N)C(=O)N[C@H](C(=O)O)[C@@H](C)O

***

Molecular formula: C10H22AsN4O3ReS4
Method: DFT, ωB97M-V with the def2-TZVPD basis set

Cartesian coordinates (Å):
Re -0.06 -0.10 -0.23
N 1.96 -0.76 0.36
C 2.05 -1.08 1.81
C 3.01 -2.25 2.12
C 2.93 -3.53 1.28
C 1.81 -4.51 1.67
N 0.49 -3.97 1.41
C 0.02 -3.67 0.22
N -0.97 -2.74 0.12
N 0.51 -4.20 -0.89
C 0.59 -1.20 2.38
O 0.32 -2.05 3.22
O -0.24 -0.40 1.86
H 2.28 -1.56 -0.19
H 2.62 0.00 0.14
H 2.43 -0.20 2.33
H 2.88 -2.49 3.17
H 4.02 -1.85 2.00
H 3.87 -4.05 1.42
H 2.86 -3.30 0.21
H 1.86 -4.72 2.73
H 1.95 -5.46 1.14
H 0.15 -3.43 2.23
H -1.47 -2.51 0.97
H -1.52 -2.73 -0.74
H 1.23 -4.91 -0.85
H 0.14 -3.97 -1.80
S 3.22 1.03 -3.17
As 1.18 1.41 -2.88
S 0.84 2.01 -0.68
S 0.11 -0.63 -2.51
S 0.15 2.60 -4.24
C -4.37 1.09 -0.09
C -3.82 2.24 -0.93
C -2.46 1.72 -1.38
O -2.15 0.57 -0.55
C -3.08 0.56 0.54
H -4.80 0.32 -0.73
H -5.10 1.40 0.65
H -3.70 3.13 -0.31
H -4.46 2.49 -1.77
H -1.68 2.49 -1.27
H -2.46 1.37 -2.42
H -2.73 1.22 1.33
H -3.15 -0.46 0.91

Properties
- Strongest force on any atom: 1.98 eV/Å
- Energy relative to the best compared isomer or geometry (same formula, charge and spin): 0.000 eV
- Charge: +1
- 2S+1: 4
- Orbital gap (spin up / spin down): 6.3 / 5.6 eV
- HOMO (spin up / spin down): -10.29 / -10.21 eV

***

Molecular formula: C10H22BrN2O7P2
Method: DFT, ωB97M-V with the def2-TZVPD basis set

Cartesian coordinates (Å):
N -1.14 -1.72 -2.63
P -1.98 -1.70 -4.02
N -1.13 -1.05 -5.43
C 0.32 -0.73 -5.18
Br 1.21 0.24 -6.73
C 1.28 -1.99 -4.78
O 0.91 -3.24 -4.51
O 2.75 -1.70 -4.69
P -1.43 -1.94 -6.93
O -0.46 -3.15 -7.22
O -1.50 -0.91 -8.37
O -3.06 -2.64 -6.80
H -1.14 -2.74 -2.35
H -3.14 -0.82 -3.79
H -2.44 -3.05 -4.30
H 0.36 0.05 -4.28
H -0.69 -1.20 -8.92
H -3.15 -3.16 -7.65
C 1.61 -0.81 0.35
C 2.05 0.05 1.51
C 0.86 0.97 1.68
O -0.30 0.24 1.28
C 0.13 -0.96 0.61
H 2.13 -1.77 0.30
H 1.77 -0.28 -0.59
H 2.18 -0.56 2.40
H 2.98 0.59 1.32
H 0.94 1.85 1.03
H 0.74 1.31 2.72
H -0.07 -1.80 1.28
H -0.45 -1.10 -0.30
C -0.60 1.77 6.85
C -0.24 3.11 7.44
C 0.98 3.49 6.62
O 0.81 2.90 5.32
C -0.28 1.97 5.39
H -1.65 1.49 7.02
H 0.04 0.99 7.28
H -1.05 3.83 7.26
H -0.04 3.08 8.51
H 1.89 3.08 7.05
H 1.09 4.57 6.51
H -1.13 2.40 4.85
H 0.01 1.03 4.89

Properties
- Strongest force on any atom: 8.02 eV/Å
- Charge: -1
- Orbital gap: 6.5 eV
- HOMO: -4.19 eV

***

Molecular formula: C10H22ClLiO7
Method: DFT, ωB97M-V with the def2-TZVPD basis set

Cartesian coordinates (Å):
Li -0.86 0.07 -0.32
Cl -2.94 -0.79 -2.17
O -1.89 0.14 -2.52
O -2.93 -1.97 -3.00
O -2.64 -1.18 -0.84
O -4.24 -0.23 -2.10
C 3.31 0.53 -2.05
C 2.75 1.90 -1.80
C 1.64 1.75 -0.82
O 1.10 0.45 -1.01
C 2.27 -0.34 -1.26
H 4.26 0.33 -1.56
H 3.36 0.28 -3.11
H 2.32 2.32 -2.72
H 3.50 2.63 -1.50
H 0.87 2.53 -0.77
H 2.07 1.76 0.18
H 2.00 -1.18 -1.90
H 2.73 -0.67 -0.32
C -0.33 -2.86 2.88
C 0.14 -3.73 1.82
C 0.73 -2.69 0.91
O -0.12 -1.51 1.06
C -1.02 -1.76 2.11
H 0.50 -2.60 3.54
H -1.10 -3.35 3.48
H -0.59 -4.12 1.11
H 0.87 -4.51 2.06
H 0.67 -2.99 -0.13
H 1.71 -2.37 1.25
H -1.83 -2.16 1.51
H -1.41 -0.88 2.64
C -1.64 3.98 0.41
C -1.91 2.42 0.45
O -0.87 1.61 0.98
H -0.82 4.08 -0.30
H -1.51 4.45 1.38
H -2.46 4.52 -0.06
H -2.15 2.11 -0.57
H -2.76 2.28 1.11
H -0.77 1.77 1.92

Properties
- Strongest force on any atom: 3.46 eV/Å
- Energy relative to the best compared isomer or geometry (same formula, charge and spin): 1.211 eV
- Charge: 0
- Orbital gap: 9.3 eV
- HOMO: -9.31 eV

***

Molecular formula: C10H22MnN4O4
Method: DFT, ωB97M-V with the def2-TZVPD basis set

Cartesian coordinates (Å):
Mn 0.18 -0.83 -0.53
C -2.01 -1.23 3.49
C -1.42 -1.25 2.11
N -0.60 -0.35 1.65
O -0.52 0.82 2.44
C -1.54 -2.36 1.20
C -1.63 -3.78 1.64
N -1.41 -2.01 -0.09
O -0.56 -2.77 -0.78
H -2.27 -0.22 3.80
H -1.28 -1.61 4.20
H -2.89 -1.86 3.54
H 0.34 1.18 2.20
H -1.14 -3.97 2.60
H -1.16 -4.42 0.89
H -2.68 -4.08 1.74
C -1.69 2.34 -4.61
O -0.93 1.19 -4.26
C -0.84 0.77 -2.98
O -0.14 -0.18 -2.73
N -1.54 1.48 -2.04
N -1.47 0.99 -0.74
H -1.53 2.48 -5.68
H -1.32 3.22 -4.08
H -2.75 2.18 -4.43
H -2.31 2.07 -2.32
H -2.27 0.41 -0.49
H -1.33 1.73 -0.06
C 2.12 1.91 0.31
C 2.69 0.52 0.61
C 4.20 0.65 0.81
C 2.28 -0.48 -0.46
H 2.33 2.64 1.10
H 1.04 1.90 0.15
H 2.55 2.31 -0.61
H 2.27 0.19 1.58
H 4.67 0.98 -0.11
H 4.64 -0.31 1.07
H 4.47 1.36 1.59
H 2.77 -1.45 -0.27
H 2.69 -0.16 -1.43

Properties
- Strongest force on any atom: 1.45 eV/Å
- Energy relative to the best compared isomer or geometry (same formula, charge and spin): 1.034 eV
- Charge: 0
- 2S+1: 6
- Orbital gap (spin up / spin down): 6.7 / 7.7 eV
- HOMO (spin up / spin down): -6.52 / -7.56 eV

***

Molecular formula: C10H22N3P
Method: DFT, ωB97M-V with the def2-TZVPD basis set

Cartesian coordinates (Å):
C -2.60 2.45 0.46
C 0.24 1.66 0.29
C 1.21 0.66 -0.18
C 0.25 -0.51 0.61
C 3.25 -0.59 0.40
C 3.47 1.72 -0.59
C 0.39 -2.81 0.40
C -2.39 -0.22 -1.57
C -3.69 -1.35 0.07
C 2.65 0.80 0.34
N -0.63 0.54 0.64
N -0.09 -1.59 -0.19
N -3.11 -0.12 -0.33
P -2.33 0.78 0.81
H -3.42 2.71 -0.14
H -2.43 3.02 1.30
H 0.68 2.13 1.19
H -0.23 2.49 -0.34
H 0.93 0.34 -1.18
H 0.80 -0.74 1.54
H 4.28 -0.59 0.20
H 2.73 -1.22 -0.36
H 3.12 -1.26 1.38
H 2.98 2.55 -0.73
H 3.51 1.30 -1.63
H 4.52 1.85 -0.18
H 0.53 -2.94 1.42
H -0.14 -3.65 0.04
H 1.40 -2.93 0.03
H -2.49 0.83 -2.04
H -1.30 -0.64 -1.31
H -2.91 -0.95 -2.28
H -4.25 -1.26 1.05
H -4.59 -1.58 -0.59
H -2.91 -2.18 0.11
H 2.59 1.31 1.39

Properties
- Strongest force on any atom: 5.91 eV/Å
- Energy relative to the best compared isomer or geometry (same formula, charge and spin): 2.205 eV
- Charge: 0
- Orbital gap (spin up / spin down): 6.2 / 7.6 eV
- HOMO (spin up / spin down): -6.86 / -7.82 eV

***

> Among the records above, which one has the lowest strongest force on any atom?

C10H22MnN4O4